Entry 1:
155
Properties=species:S:1:pos:R:3:lowdin_charge:R:1 method="wB97M-V/def2-TZVPD" homo_ev=-7.24 gap_ev=7.134 energy_ha=-3230.27352 lumo_ev=-0.1
N 12.706 8.098 2.988 0.24
H 12.545 8.657 2.163 0.01
H 12.648 7.166 2.603 0.13
H 11.905 8.198 3.595 0.15
H 13.561 8.329 3.474 -0.14
Cl 12.915 8.679 0.349 0.92
O 12.901 9.163 -1.014 -0.43
O 11.581 8.158 0.657 -0.29
O 13.875 7.635 0.517 -0.39
O 13.136 9.769 1.251 -0.31
C 13.886 6.775 -5.586 -0.01
C 14.875 7.006 -4.424 -0.41
C 16.366 6.730 -4.730 -0.15
C 16.954 7.825 -5.688 -0.14
C 16.770 9.199 -5.115 -0.15
C 15.332 9.581 -4.635 -0.38
N 14.745 8.411 -3.863 -0.02
O 13.517 8.730 -3.185 -0.08
C 15.580 10.761 -3.627 -0.02
C 14.361 10.106 -5.760 -0.05
C 14.586 6.002 -3.261 -0.03
H 13.834 5.769 -6.001 0.09
H 13.852 7.493 -6.405 0.07
H 12.927 7.042 -5.141 0.08
H 16.867 6.768 -3.763 0.02
H 16.420 5.741 -5.185 0.13
H 16.285 7.727 -6.542 0.10
H 17.971 7.533 -5.950 0.12
H 17.013 9.892 -5.921 0.13
H 17.377 9.289 -4.214 0.08
H 16.272 11.511 -4.011 0.09
H 14.640 11.269 -3.414 0.04
H 16.116 10.418 -2.742 0.08
H 13.316 9.848 -5.588 0.04
H 14.472 11.181 -5.904 0.08
H 14.658 9.787 -6.759 0.08
H 13.535 6.090 -2.986 0.05
H 15.139 6.244 -2.353 0.02
H 14.801 4.945 -3.422 0.11
H 13.677 8.636 -2.243 0.04
C 15.542 7.015 2.964 -0.03
C 15.639 8.461 3.494 -0.36
C 15.965 9.438 2.273 -0.21
C 15.927 10.882 2.631 -0.14
C 14.612 11.192 3.293 -0.13
C 14.229 10.343 4.508 -0.46
N 14.388 8.924 4.053 -0.12
O 13.760 8.007 4.908 0.03
C 15.087 10.672 5.760 0.00
C 12.784 10.585 4.753 -0.01
C 16.910 8.363 4.387 0.00
H 14.703 6.904 2.277 0.06
H 15.341 6.387 3.832 0.10
H 16.393 6.636 2.397 0.11
H 16.970 9.234 1.903 0.14
H 15.146 9.282 1.570 0.08
H 16.163 11.444 1.727 0.14
H 16.665 11.198 3.367 0.11
H 13.892 11.059 2.485 0.09
H 14.731 12.242 3.559 0.14
H 14.796 11.615 6.223 0.09
H 15.024 9.835 6.455 0.08
H 16.146 10.823 5.549 0.08
H 12.625 11.642 4.966 0.11
H 12.329 10.369 3.786 0.09
H 12.464 10.088 5.669 0.10
H 17.348 7.374 4.521 0.09
H 16.761 8.695 5.414 0.07
H 17.760 8.938 4.021 0.10
H 14.393 7.934 5.627 0.12
C 11.483 11.408 -6.686 -0.09
C 11.192 11.542 -5.177 -0.36
C 12.326 11.049 -4.185 -0.17
O 11.843 11.284 -2.857 -0.14
C 12.734 10.697 -1.952 -0.17
N 10.938 13.006 -5.044 0.04
H 10.688 11.765 -7.342 0.07
H 11.604 10.396 -7.072 0.06
H 12.467 11.831 -6.884 0.07
H 10.252 11.012 -5.018 0.08
H 13.234 11.624 -4.365 0.10
H 12.595 10.005 -4.348 0.08
H 12.807 9.618 -2.091 -0.02
H 12.306 10.832 -0.959 0.07
H 13.746 11.096 -2.018 0.11
H 11.808 13.509 -5.146 0.06
H 10.391 13.270 -5.850 0.05
C 15.872 4.224 0.828 -0.05
C 14.580 3.924 0.099 -0.38
C 13.989 5.299 -0.319 -0.18
O 12.854 5.200 -1.199 -0.14
C 12.326 6.472 -1.650 -0.14
N 14.892 3.187 -1.120 0.05
H 16.602 4.434 0.046 0.07
H 16.233 3.435 1.488 0.09
H 15.609 4.987 1.560 0.05
H 13.928 3.341 0.750 0.14
H 14.726 5.935 -0.810 0.06
H 13.725 5.939 0.523 0.09
H 11.527 6.909 -1.050 0.01
H 11.865 6.187 -2.595 0.13
H 13.022 7.272 -1.904 0.07
H 15.244 3.790 -1.850 0.05
H 13.969 2.988 -1.478 0.07
C 19.081 6.248 -1.578 -0.03
C 17.761 6.651 -2.255 -0.43
C 16.650 6.808 -1.222 -0.22
O 17.146 7.570 -0.141 -0.10
C 16.028 8.166 0.529 -0.17
N 18.031 7.872 -2.951 0.05
H 18.966 5.339 -0.989 0.08
H 19.367 7.042 -0.888 0.07
H 19.821 6.201 -2.377 0.08
H 17.521 5.860 -2.965 0.13
H 16.441 5.797 -0.872 0.08
H 15.700 7.092 -1.675 0.08
H 15.230 7.440 0.684 0.02
H 15.636 9.016 -0.028 0.14
H 16.506 8.432 1.472 -0.01
H 17.184 8.046 -3.473 0.00
H 18.019 8.588 -2.239 0.10
C 8.243 9.089 -1.921 -0.06
C 9.066 10.434 -1.948 -0.27
C 10.204 10.466 -0.841 -0.18
O 10.689 11.798 -0.688 -0.18
C 11.255 11.972 0.649 -0.06
N 9.643 10.679 -3.310 0.01
H 8.865 8.230 -1.668 0.01
H 7.653 9.080 -2.837 0.08
H 7.494 9.290 -1.156 0.06
H 8.397 11.241 -1.651 0.14
H 11.076 9.849 -1.057 0.09
H 9.753 10.072 0.070 0.08
H 12.132 11.345 0.810 0.04
H 10.526 11.711 1.417 0.09
H 11.510 13.027 0.754 0.10
H 10.248 9.914 -3.572 0.08
H 8.872 10.490 -3.934 0.07
C 8.625 7.925 0.649 -0.06
C 9.317 6.554 0.264 -0.32
C 9.848 6.603 -1.244 -0.22
O 10.398 5.296 -1.436 -0.21
C 9.324 4.468 -2.064 -0.02
N 10.393 6.477 1.215 0.04
H 9.303 8.778 0.607 0.03
H 8.342 7.908 1.702 0.08
H 7.693 8.164 0.137 0.05
H 8.635 5.718 0.422 0.13
H 10.650 7.341 -1.207 0.07
H 9.029 6.918 -1.891 0.10
H 8.525 4.087 -1.429 0.08
H 9.808 3.668 -2.624 0.09
H 8.810 5.070 -2.813 0.08
H 10.887 5.628 0.980 0.08
H 11.041 7.241 1.089 -0.16

***

Entry 2:
64
Properties=species:S:1:pos:R:3:lowdin_charge:R:1 method="wB97M-V/def2-TZVPD" homo_ev="-17.54 / -17.57" gap_ev="6.560 / 6.785" energy_ha=-3925.48392 charge=+3 lumo_ev="-11.0 / -10.8"
Mo 0.225 -0.027 0.795 1.61
C -3.401 -2.687 -0.731 -0.05
C -2.276 -3.212 -1.612 -0.13
C -1.377 -2.104 -2.242 -0.30
C -0.258 -2.743 -3.094 -0.14
C 0.707 -1.727 -3.691 -0.05
C -2.259 -1.225 -3.138 -0.37
O -2.791 -1.656 -4.112 0.20
N -2.453 0.127 -2.767 0.25
C -1.951 0.751 -1.668 -0.49
O -2.193 1.880 -1.315 0.09
N -1.077 -0.044 -0.901 0.05
C -0.805 -1.294 -1.155 -0.39
O 0.054 -1.740 -0.256 -0.18
H -3.999 -3.515 -0.358 0.10
H -4.076 -2.029 -1.282 0.09
H -3.026 -2.146 0.145 0.07
H -2.683 -3.765 -2.459 0.14
H -1.626 -3.892 -1.060 0.13
H -0.763 -3.302 -3.881 0.14
H 0.272 -3.466 -2.472 0.13
H 0.189 -1.000 -4.321 0.09
H 1.442 -2.228 -4.318 0.10
H 1.269 -1.193 -2.913 0.06
H -3.092 0.656 -3.353 0.19
C 2.123 -3.072 1.314 -0.23
P 1.959 -1.440 2.066 0.76
C 3.641 -0.803 2.246 -0.23
C 1.330 -1.706 3.743 -0.23
H 2.816 -3.660 1.918 0.08
H 2.515 -2.988 0.301 0.06
H 1.158 -3.575 1.281 0.06
H 4.237 -1.554 2.770 0.08
H 3.658 0.113 2.835 0.05
H 4.094 -0.620 1.272 0.06
H 2.019 -2.362 4.280 0.08
H 0.350 -2.185 3.713 0.06
H 1.259 -0.765 4.288 0.05
N 2.925 2.555 -3.139 0.21
C 2.739 2.376 -1.833 -0.32
C 1.764 1.478 -1.327 -0.02
N 1.653 1.284 -0.011 -0.13
C 2.447 1.978 0.832 -0.14
C 3.344 2.899 0.309 -0.06
N 3.492 3.090 -0.986 0.18
H 2.409 2.053 -3.841 0.13
H 3.623 3.219 -3.441 0.14
H 1.094 0.940 -1.983 0.10
H 2.360 1.789 1.891 0.10
H 3.968 3.488 0.971 0.14
C -3.567 2.087 1.887 -0.15
As -1.754 2.514 2.249 1.19
C -1.054 3.868 1.116 -0.15
C -1.362 2.741 4.096 -0.16
O -0.852 1.021 1.808 -0.61
H -4.173 2.952 2.164 0.08
H -3.867 1.225 2.481 0.07
H -3.663 1.898 0.819 0.05
H -1.544 4.807 1.383 0.08
H -1.292 3.597 0.088 0.04
H 0.018 3.963 1.277 0.05
H -2.085 3.454 4.499 0.08
H -0.355 3.135 4.218 0.06
H -1.478 1.786 4.606 0.07

***

M: 877.7 586.3 (g/mol)